Record 1
Density functional theory data (ωB97M-V/def2-TZVPD) for C22H29NO5 in the gas phase at a distorted geometry.

Structure (XYZ):
```
57
C22H29NO5 ωB97M-V/def2-TZVPD
C -4.342 -0.761 -0.281
C -3.845 -2.237 -0.360
N -2.428 -2.512 -0.551
C -2.099 -3.782 -0.030
C -2.050 -3.905 1.330
C -1.903 -2.035 -1.775
C -0.379 -1.610 -1.658
C 0.184 -1.123 -0.412
C 1.614 -0.816 -0.388
C 2.580 -1.009 -1.592
C 3.825 -0.853 -1.384
C 4.330 -0.319 -0.469
C 3.440 0.139 0.852
C 2.200 -0.055 0.730
O 4.326 0.770 1.443
C 5.736 0.608 1.190
O 5.688 -0.175 -0.090
C -0.571 0.348 -0.368
C -0.405 1.457 -1.135
O 0.222 1.406 -2.212
C -1.164 2.479 -1.007
C -1.972 2.706 0.136
O -2.732 3.740 0.428
C -2.760 5.002 -0.596
C -1.960 1.967 1.132
C -1.276 0.588 0.746
O -1.288 -0.403 2.106
C -2.121 -0.263 2.995
H -3.614 -0.148 0.262
H -5.258 -0.630 -0.029
H -4.404 -0.411 -1.441
H -4.270 -2.844 -1.033
H -4.172 -2.555 0.821
H -2.801 -4.564 -0.391
H -1.063 -3.836 -0.600
H -2.950 -3.954 1.858
H -1.611 -4.701 1.653
H -1.499 -3.059 1.788
H -2.168 -0.804 -1.931
H -2.161 -2.588 -2.406
H -0.180 -1.180 -2.747
H 0.012 -2.708 -1.628
H -0.078 -1.528 0.354
H 2.075 -1.475 -2.458
H 4.516 -1.220 -2.258
H 1.519 0.158 1.681
H 6.325 0.156 1.847
H 5.959 1.580 1.262
H 0.963 0.622 -2.232
H -1.000 3.456 -1.844
H -3.162 5.639 -0.132
H -2.938 4.516 -1.463
H -1.515 5.208 -0.590
H -2.705 1.909 1.995
H -2.066 -1.096 3.640
H -3.079 -0.300 2.869
H -1.954 0.622 3.836
```

Computed properties:
- Kohn-Sham gap (eV) = 8.310
- HOMO (Ha) = -0.2802
- multiplicity = 1
- energy relative to the best compared isomer or geometry (same formula, charge and spin) (kcal per mole) = 535.7
- molecular weight (g mol⁻¹) = 387.48
- total energy (eV) = -34989.43704

The molecule's natural (NBO) atomic charges, reported in e, are given here: -0.588 -0.177 -0.501 -0.188 -0.625 -0.136 -0.400 -0.248 0.069 -0.248 -0.350 0.279 0.352 -0.356 -0.476 0.283 -0.502 -0.242 0.346 -0.665 -0.343 0.275 -0.518 -0.170 -0.327 0.403 -0.549 -0.190 0.225 0.196 0.178 0.160 0.172 0.154 0.185 0.209 0.214 0.213 0.195 0.136 0.231 0.194 0.228 0.228 0.215 0.233 0.157 0.162 0.509 0.211 0.153 0.199 0.167 0.251 0.180 0.150 0.088


Record 2
Density functional theory data (ωB97M-V/def2-TZVPD) for C22H29NO5S in the gas phase.

Structure (XYZ):
```
58
C22H29NO5S ωB97M-V/def2-TZVPD
C -1.037 -1.581 2.780
C 0.180 -2.487 2.942
O 1.386 -1.873 2.529
C 1.603 -1.506 1.230
C 2.606 -0.554 1.074
C 2.961 -0.065 -0.166
C 2.307 -0.521 -1.301
C 2.609 0.075 -2.649
C 1.916 1.432 -2.801
N 0.478 1.276 -2.818
C -0.327 2.142 -3.453
O 0.071 3.112 -4.065
C -1.818 1.814 -3.325
C -2.347 2.141 -1.936
S -2.239 0.704 -0.795
O -1.356 -0.290 -1.373
O -3.576 0.269 -0.497
C -1.488 1.338 0.700
C -2.299 1.684 1.763
C -1.723 2.181 2.919
C -0.343 2.334 3.013
C 0.294 2.848 4.266
C 0.451 1.985 1.924
C -0.116 1.489 0.765
C 1.334 -1.500 -1.160
C 0.973 -2.018 0.078
O 0.046 -3.006 0.244
C -0.751 -3.431 -0.847
C -0.064 -4.500 -1.694
H -1.905 -2.056 3.228
H -1.245 -1.398 1.729
H -0.862 -0.626 3.270
H 0.021 -3.433 2.418
H 0.353 -2.693 4.003
H 3.099 -0.208 1.969
H 3.742 0.677 -0.250
H 2.271 -0.590 -3.445
H 3.685 0.225 -2.758
H 2.204 1.920 -3.736
H 2.213 2.089 -1.972
H 0.070 0.503 -2.301
H -2.344 2.410 -4.072
H -1.987 0.756 -3.531
H -1.791 2.950 -1.468
H -3.406 2.388 -1.952
H -3.364 1.538 1.675
H -2.349 2.446 3.757
H -0.454 3.149 4.993
H 0.934 3.701 4.045
H 0.918 2.073 4.709
H 1.523 2.093 1.987
H 0.497 1.197 -0.071
H 0.848 -1.868 -2.049
H -1.642 -3.858 -0.377
H -1.062 -2.572 -1.449
H -0.737 -4.827 -2.482
H 0.850 -4.122 -2.144
H 0.192 -5.355 -1.072
```

Computed properties:
- Kohn-Sham gap (eV) = 8.463
- HOMO (Ha) = -0.2931
- multiplicity = 1
- energy relative to the best compared isomer or geometry (same formula, charge and spin) (kcal per mole) = 1.5
- molecular weight (g mol⁻¹) = 419.54
- total energy (eV) = -45847.59349

The molecule's natural (NBO) atomic charges, reported in e, are given here: -0.640 -0.059 -0.503 0.235 -0.237 -0.241 -0.034 -0.425 -0.208 -0.658 0.678 -0.630 -0.509 -0.629 2.168 -0.980 -0.940 -0.355 -0.166 -0.226 0.012 -0.637 -0.155 -0.194 -0.302 0.318 -0.528 -0.073 -0.636 0.215 0.214 0.207 0.191 0.181 0.223 0.211 0.213 0.221 0.227 0.185 0.438 0.248 0.239 0.246 0.257 0.243 0.218 0.217 0.225 0.228 0.213 0.245 0.219 0.191 0.202 0.215 0.208 0.213


Record 3
Density functional theory data (ωB97M-V/def2-TZVPD) for a molecular structure, C22H30AgN4O3S2.

Structure (XYZ):
```
62
C22H30AgN4O3S2 ωB97M-V/def2-TZVPD
Ag -0.029 0.612 0.002
C 0.885 -1.749 2.845
C 2.377 -1.439 2.829
N 2.791 -1.028 1.498
C 3.807 -0.002 1.450
C 3.509 1.313 2.201
S 1.846 1.992 1.947
C 0.998 1.514 3.486
C -0.107 0.441 3.404
N 0.083 -0.614 2.425
H 0.606 -2.102 3.852
H 0.695 -2.552 2.134
H 2.918 -2.342 3.144
H 2.597 -0.674 3.586
H 1.965 -0.706 0.990
H 3.985 0.234 0.398
H 4.749 -0.408 1.841
H 4.204 2.076 1.842
H 3.683 1.221 3.273
H 0.539 2.423 3.874
H 1.777 1.226 4.192
H -1.049 0.942 3.163
H -0.222 0.022 4.419
H -0.816 -0.922 2.075
C -0.566 -3.644 -1.258
N 0.601 -3.060 -0.630
C 1.400 -4.084 0.008
C 1.439 -2.341 -1.592
C 0.702 -1.370 -2.485
C 0.605 -1.712 -3.836
C -0.067 -0.906 -4.743
C -0.654 0.261 -4.281
C -0.551 0.597 -2.935
C 0.130 -0.190 -1.988
H -0.299 -4.372 -2.047
H -1.179 -2.865 -1.707
H -1.159 -4.163 -0.503
H 1.813 -4.801 -0.727
H 0.790 -4.652 0.714
H 2.227 -3.621 0.547
H 1.950 -3.081 -2.239
H 2.216 -1.825 -1.021
H 1.059 -2.637 -4.181
H -0.134 -1.192 -5.786
H -1.190 0.913 -4.962
H -1.018 1.525 -2.620
O -0.266 4.235 -0.116
C -1.173 3.450 0.066
N -1.214 2.473 1.042
S -2.651 1.753 1.093
O -3.437 2.153 2.238
O -2.521 0.318 0.907
C -3.326 2.497 -0.362
C -4.532 2.281 -0.999
C -4.796 3.043 -2.130
C -3.880 3.991 -2.584
C -2.679 4.196 -1.919
C -2.415 3.427 -0.801
H -5.235 1.541 -0.639
H -5.723 2.895 -2.669
H -4.110 4.567 -3.472
H -1.949 4.921 -2.255
```

Computed properties:
- Kohn-Sham gap (eV) = 7.315
- HOMO (Ha) = -0.1670
- multiplicity = 1
- energy relative to the best compared isomer or geometry (same formula, charge and spin) (kcal per mole) = 0.0
- molecular weight (g mol⁻¹) = 570.51
- net charge = -1
- total energy (eV) = -61074.40893

The molecule's natural (NBO) atomic charges, reported in e, are given here: 0.688 -0.226 -0.226 -0.662 -0.223 -0.563 0.239 -0.538 -0.239 -0.660 0.159 0.217 0.179 0.160 0.391 0.203 0.176 0.221 0.200 0.233 0.198 0.228 0.160 0.406 -0.417 -0.429 -0.420 -0.263 0.011 -0.256 -0.259 -0.241 -0.254 -0.474 0.147 0.225 0.186 0.150 0.186 0.214 0.143 0.212 0.186 0.191 0.192 0.188 -0.607 0.640 -0.997 2.288 -0.963 -0.986 -0.231 -0.213 -0.208 -0.213 -0.170 -0.151 0.225 0.207 0.206 0.231